A cluster of 8 separate species, C25H68FNO28P6 in total at a distorted geometry, computed with ωB97M-V with the def2-TZVPD basis set.

Calculated values
SMILES: O=C1OC[C@@H](F)O1.COP(=O)(OC)OC.COP(=O)(OC)OC.COP(=O)(OC)OC.COP(=O)(OC)OC.COP(=O)(OC)OC.COP(=O)(OC)OC.COC[C@H](C)N
orbital gap: 9.86 eV

CARTESIAN COORDINATES (ANGSTROEM)
P1 -3.2491 -2.3391 -3.6510
P2 -3.4757 6.9623 0.7722
P3 -2.0665 4.6301 -3.7573
P4 8.2388 -1.1083 0.8242
P5 -2.9019 -4.3745 4.9263
P6 0.6832 -0.0999 0.3047
F1 0.9328 2.1376 -4.6642
O1 0.0834 1.3814 0.3608
O2 -3.6046 -5.3165 6.0059
O3 -2.2163 6.0629 -4.4394
O4 -1.8470 3.5349 -4.7223
O5 -3.0009 -2.9157 5.1299
O6 1.0937 -0.0908 -5.0361
O7 1.9014 0.0419 -0.8095
O8 -2.1627 -1.2220 -3.9582
O9 1.0679 -0.7001 1.5609
O10 7.8990 -2.1014 2.0188
O11 -1.3931 -4.9322 4.8708
O12 -4.6488 5.8302 0.6769
O13 -3.8813 8.0871 -0.3079
O14 3.3023 -0.1679 -5.1929
O15 2.0070 -1.7844 -6.1281
O16 -2.2404 6.2355 0.1288
O17 -3.5423 -4.9578 3.5971
O18 8.5698 -1.7226 -0.4720
O19 -3.9426 -1.6271 -2.3679
O20 -3.4300 4.4947 -2.8936
O21 -0.9689 4.9119 -2.6411
O22 -3.3314 7.4717 2.1308
O23 1.7443 -4.0827 5.1707
O24 -4.1556 -2.7354 -4.7177
O25 7.0199 -0.0797 0.8335
O26 -2.4169 -3.5460 -3.0077
O27 -0.4667 -0.8842 -0.5484
O28 9.3351 -0.1710 1.5124
N1 1.9605 -3.5075 2.2560
C1 -0.5387 1.9611 -0.7711
C2 2.5364 -1.1590 -1.2641
C3 10.6851 -0.0407 1.1151
C4 -3.3878 6.4663 -5.1299
C5 0.4104 5.0595 -3.0878
C6 -1.5074 -1.3764 0.2942
C7 -1.0053 -3.5045 -2.7756
C8 -4.4780 3.5655 -3.0997
C9 -1.9033 4.8674 0.3387
C10 2.4706 -2.9872 4.6265
C11 7.2942 -3.3467 1.6895
C12 -4.4383 7.7307 -1.5695
C13 1.5040 0.9728 -4.2374
C14 2.1310 -0.7989 -5.4744
C15 -5.0507 -2.3707 -1.8230
C16 1.2811 -3.8240 6.4947
C17 -3.3392 -5.0056 7.3983
C18 5.8334 -0.3557 0.0705
C19 -5.7696 6.0533 1.5431
C20 3.0090 1.0441 -4.4430
C21 3.0948 -3.3185 3.2778
C22 3.9812 -2.1900 2.8133
C23 -2.5123 0.0739 -4.4608
C24 -3.5363 -4.2913 2.3512
C25 -1.1200 -6.2790 4.4885
H1 -0.6252 -4.5072 -3.0006
H2 -5.3367 4.1422 -3.4511
H3 3.3170 1.8951 -5.0474
H4 1.7683 -2.1427 4.6057
H5 -2.3270 4.4365 1.2493
H6 4.8123 -1.9528 3.4900
H7 -2.5195 4.4109 -0.4428
H8 0.5744 6.1307 -3.0037
H9 -0.6176 -3.3794 -1.7652
H10 -4.7682 3.0793 -2.1695
H11 1.1879 0.8656 -3.1976
H12 0.8189 -2.8370 6.5362
H13 1.4262 -3.9947 2.9793
H14 -4.9815 -3.3958 -2.1978
H15 0.5523 4.8162 -4.1426
H16 -1.9266 -0.6285 0.9716
H17 6.7577 -3.3523 0.7378
H18 3.5469 -4.3130 3.3247
H19 -0.4067 1.3908 -1.6877
H20 -1.1397 -2.2233 0.8772
H21 -4.2504 2.8149 -3.8570
H22 -6.4755 5.2313 1.4419
H23 -0.2923 -6.6518 5.0914
H24 -5.9610 -1.8252 -2.0494
H25 5.8874 -1.3517 -0.3760
H26 1.8237 -1.7120 -1.8812
H27 -4.4876 -3.7489 2.3075
H28 11.3848 -0.2489 1.9241
H29 -1.9257 0.8499 -3.9780
H30 -4.9651 -2.5971 -0.7561
H31 3.2041 -2.6846 5.3868
H32 -3.1678 6.2447 -6.1737
H33 1.6697 -2.5295 2.2683
H34 5.8662 0.2371 -0.8471
H35 3.4610 -1.0426 -1.8264
H36 10.8197 1.0093 0.8464
H37 10.8729 -0.6767 0.2489
H38 -2.2510 -0.0080 -5.5177
H39 -4.2866 5.9242 -4.8212
H40 -4.2593 6.6904 -1.8503
H41 -6.3476 6.9625 1.3657
H42 0.5380 -4.5562 6.8028
H43 -3.5501 -4.8331 1.4062
H44 -4.2600 -5.0571 7.9741
H45 -3.6676 7.4975 -4.9198
H46 2.1191 -3.9354 7.1858
H47 -0.2131 2.9957 -0.8827
H48 3.6059 1.0064 -3.5341
H49 2.7197 -1.6835 -0.3216
H50 -4.1144 8.4711 -2.2940
H51 -1.6036 2.1283 -0.5865
H52 -0.8393 4.6847 0.2536
H53 -3.5857 0.2640 -4.4456
H54 -2.7834 -3.5054 2.2692
H55 8.0642 -4.1072 1.5520
H56 1.1061 4.4182 -2.5548
H57 3.4198 -1.2706 2.6478
H58 -0.7573 -6.3604 3.4635
H59 -2.6657 -5.7715 7.7772
H60 4.9513 -0.1521 0.6674
H61 6.5754 -3.6962 2.4273
H62 -5.5255 7.7221 -1.4369
H63 -1.9948 -6.9125 4.6263
H64 -2.3506 -1.7406 -0.2929
H65 -0.5107 -2.9066 -3.5382
H66 -2.9192 -4.0085 7.5134
H67 4.6226 -2.3799 1.9484
H68 -5.3544 6.0987 2.5491

Cartesian forces, eV/Å:
P 0.7893 1.0474 1.0977
P -1.0759 -0.1700 -0.2420
P -1.2595 -0.2513 -0.3740
P 0.6601 1.0958 0.4209
P 0.5740 0.0521 -0.2644
P -0.0722 0.7726 -3.2919
F -0.1812 -0.0332 -0.2907
O 0.9018 -0.9266 0.5680
O -0.1466 0.5845 -0.0559
O 0.2971 0.1301 1.1370
O 0.0118 0.4320 0.7965
O 0.3056 -1.1826 -0.0865
O -1.1271 0.5534 0.9689
O -1.4348 0.9443 0.5158
O -0.0929 -0.7112 0.6862
O 0.1263 0.0441 0.7889
O -0.1908 -0.2029 -0.1212
O -0.3361 0.7838 0.0304
O 0.4477 0.7961 -0.6319
O 0.7844 -0.7452 1.0011
O -0.5132 0.1126 0.4578
O 0.3718 0.0779 0.5051
O 0.3390 0.8295 0.1310
O 0.0675 -1.0023 -0.0589
O -0.2073 0.1257 0.5541
O -0.1025 -0.5554 0.0056
O 1.5972 0.3668 0.1244
O -0.0611 -0.9038 -0.5959
O 0.1641 0.2637 -0.1387
O -0.2370 -0.5748 -0.1930
O -0.1579 -0.1109 0.0301
O -0.0656 -0.0980 -0.1686
O -0.0291 0.7282 0.0094
O 1.0778 0.5120 0.6689
O -1.1443 -0.6935 0.2057
N 1.5285 0.3455 2.1706
C -0.7487 1.0230 -0.3316
C -0.8579 -0.9482 1.1348
C 0.2286 0.4008 -0.7293
C -0.4791 -0.6259 -0.4497
C -0.4243 0.7405 -0.8068
C -0.8372 -0.8570 0.4467
C 1.0795 -1.5522 -1.1202
C -0.6555 -0.0848 -0.5537
C -1.9168 -0.6655 -0.5083
C 0.0087 0.2779 1.4537
C -0.0388 -1.1286 -0.7516
C -1.0158 -0.6084 0.4072
C 0.2800 0.7754 0.3997
C 0.8743 -0.3476 -1.5632
C 0.5063 -0.7933 0.0226
C 0.3383 -0.1570 -0.5154
C 0.0378 -0.2753 -0.1206
C 0.9006 -0.1794 -1.0608
C -0.0106 -0.2183 0.7381
C 0.7371 -0.9965 -0.3876
C -0.6319 -0.2541 -0.9888
C 1.6603 0.2591 0.2219
C -0.0412 -0.5700 -1.4124
C -1.2042 2.2800 -0.3243
C 0.2754 -0.4182 0.0853
H -0.3878 -0.1422 -0.1217
H -0.0647 -0.1151 0.0115
H -0.2308 0.0820 0.0153
H 0.0942 0.1927 -0.6337
H 0.3937 0.4719 0.3746
H -0.4916 0.0498 0.6664
H 0.8368 -0.7096 -0.1379
H 0.6337 -0.1113 0.3431
H -0.8263 0.8974 0.1933
H 0.3198 0.0730 0.1115
H 0.0044 -0.3643 -0.1009
H 0.0726 0.1280 0.2205
H -1.4067 -0.1179 -1.1002
H -0.7775 0.1747 -0.5705
H -0.4060 -0.1839 -0.0225
H 0.3370 0.1873 -0.0095
H 0.0191 0.4388 -0.0334
H 0.5506 0.3115 0.2609
H 0.0551 0.0113 0.0591
H 0.0847 0.1508 0.1123
H 0.2732 0.0450 0.0705
H 0.3033 -0.2196 -0.0841
H -0.1417 0.1379 0.2840
H -0.1741 -0.3952 -0.0382
H -0.3762 -0.3298 0.6244
H 0.1202 -0.1377 0.0417
H 0.0389 0.1234 0.0019
H -0.3220 -0.3145 0.1287
H -0.0905 -0.0881 0.1347
H 0.3017 0.9804 0.1821
H 0.4494 -0.0792 -0.2639
H -0.5070 0.4783 -0.1422
H -1.0224 -0.3131 -0.5065
H -0.1847 0.5820 0.3260
H -0.0616 0.7693 0.1650
H 0.1241 -0.1195 -0.1608
H 0.2170 0.0577 0.0721
H 0.1042 0.6162 0.0221
H 0.2588 -0.4180 0.0159
H 0.7628 0.1962 -0.1816
H 0.4239 0.2097 -0.3636
H -0.0818 -0.1381 -0.4364
H 0.4773 -1.1802 0.7015
H -0.1765 -0.0234 -0.2851
H 0.7382 0.1900 -0.1777
H 0.0776 0.4137 0.1526
H 0.6831 -0.2709 -0.1648
H -0.1995 0.0888 0.1161
H 0.4175 -0.7123 -0.5046
H 0.0034 -0.1852 -0.1058
H -0.0888 -0.6909 0.1090
H -0.0391 0.3279 -0.0676
H 0.0255 0.0210 0.4683
H 0.3167 -0.2566 0.2653
H 0.0881 0.0448 0.2600
H -0.2959 0.1688 0.5544
H -0.1202 -0.0465 -0.0276
H -0.3228 0.3673 -0.1569
H 0.1578 0.1122 0.0371
H 0.0170 -0.1488 0.0173
H 0.2447 0.4458 0.4218
H -0.0147 0.5310 -0.2660
H 0.0241 -0.0481 -0.0133
H 0.2939 0.1708 -0.4885
H -0.0323 0.5443 0.4364
H 0.0879 -0.0087 -0.0636
H -0.8335 -0.4209 -0.5442
H -0.4296 -0.0146 0.1497

Mulliken population analysis, charges in e, atoms 1 to 8: atom 1 (P): 0.4954, atom 2 (P): 0.7171, atom 3 (P): 0.8353, atom 4 (P): 0.9821, atom 5 (P): 0.6791, atom 6 (P): -0.0539, atom 7 (F): -0.2850, atom 8 (O): -0.2390